1.
The following is a DFT calculation (wB97M-V/def2-TZVPD) of C36H42Cl3N3O4PSn as an isolated structure in a non-equilibrium geometry.

Last column: Mulliken charge in e.
Element x y z (Å)
Sn 1.737 0.207 0.758  2.0257
C 2.805 3.314 -0.270  -1.2337
N 1.757 2.451 -0.807  0.8038
C 0.446 3.031 -0.548  -1.2766
C 1.940 2.201 -2.238  -1.4868
C 1.451 0.811 -2.643  0.1641
N 2.195 -0.290 -2.029  0.8410
C 3.598 -0.286 -2.436  -1.3280
C 1.571 -1.558 -2.386  -1.0117
H 2.787 4.313 -0.719  0.3948
H 3.774 2.850 -0.453  0.3472
H 2.671 3.419 0.811  0.3643
H 0.337 4.013 -1.020  0.4002
H 0.299 3.159 0.525  0.2804
H -0.331 2.361 -0.926  0.4129
H 2.993 2.309 -2.489  0.4783
H 1.378 2.940 -2.821  0.4470
H 1.490 0.744 -3.741  0.4942
H 0.403 0.703 -2.328  -0.6321
H 3.702 -0.187 -3.520  0.3077
H 4.068 -1.218 -2.127  0.4158
H 4.117 0.538 -1.951  0.2648
H 1.465 -1.672 -3.471  0.3482
H 0.574 -1.619 -1.935  0.2272
H 2.171 -2.382 -2.009  0.3103
Cl -0.937 -1.530 1.101  0.0822
C -2.674 -1.596 1.075  0.3740
C -3.399 -2.060 2.159  -0.4925
C -4.784 -2.110 2.079  -0.6775
C -5.445 -1.674 0.941  -0.8245
C -4.723 -1.200 -0.137  -0.1360
C -3.333 -1.174 -0.076  -0.3421
P -2.396 -0.611 -1.533  1.3464
C -2.999 1.016 -2.004  0.6540
C -2.612 1.546 -3.243  -0.6429
C -2.974 2.832 -3.584  -0.9079
C -3.671 3.619 -2.675  -0.5339
C -4.035 3.109 -1.433  -0.7864
C -3.684 1.820 -1.082  -0.7021
C -2.623 -1.878 -2.803  0.7629
C -3.229 -1.636 -4.039  -0.3915
C -3.357 -2.679 -4.939  -0.6839
C -2.859 -3.941 -4.639  -0.5366
C -2.259 -4.182 -3.407  -0.7093
C -2.133 -3.154 -2.495  -0.7012
H -2.888 -2.382 3.053  0.5679
H -5.357 -2.510 2.900  0.4498
H -6.523 -1.697 0.889  0.4690
H -5.225 -0.851 -1.027  0.5321
H -2.042 0.940 -3.935  0.5358
H -2.704 3.230 -4.549  0.4639
H -3.925 4.636 -2.929  0.4715
H -4.594 3.722 -0.741  0.4707
H -3.965 1.420 -0.117  0.4425
H -3.639 -0.666 -4.275  0.5160
H -3.836 -2.503 -5.890  0.4593
H -2.939 -4.739 -5.362  0.4385
H -1.867 -5.160 -3.175  0.4394
H -1.666 -3.330 -1.535  0.4207
Cl 8.400 -3.974 0.029  -0.0768
C 7.169 -2.833 0.304  0.2142
C 7.462 -1.461 0.268  -0.5225
C 6.466 -0.532 0.447  0.5168
Cl 6.802 1.133 0.419  -0.0904
C 5.072 -0.920 0.634  -0.0373
O 4.189 -0.041 0.712  -0.5039
C 4.818 -2.347 0.713  0.7836
C 3.486 -2.851 0.939  -0.3355
O 2.444 -2.208 0.985  -0.5140
C 5.859 -3.255 0.558  -0.8436
H 8.478 -1.139 0.100  0.4934
H 3.423 -3.942 1.068  0.4087
H 5.659 -4.315 0.616  0.4889
O 1.238 2.343 4.299  -0.7191
C 0.686 1.321 3.931  0.2900
O 0.741 0.772 2.795  -0.7166
C -0.227 0.625 4.998  -0.2840
N -0.029 1.418 6.239  -0.0434
C -1.346 1.945 6.674  -0.6385
C -2.117 2.064 5.368  -0.7563
C -1.712 0.779 4.646  -0.4398
H 0.065 -0.418 5.114  0.3664
H 0.607 2.196 5.861  0.4611
H 0.459 0.928 6.990  0.3382
H -1.236 2.883 7.216  0.3880
H -1.822 1.208 7.323  0.3419
H -1.800 2.948 4.814  0.2995
H -3.189 2.123 5.534  0.4193
H -1.859 0.831 3.570  0.1641
H -2.285 -0.062 5.036  0.3601

Forces on the atoms, in the same order (eV/Å):
Sn 0.47 0.22 -0.59
C 0.23 0.08 0.24
N 0.11 -0.35 0.39
C -0.26 -0.06 0.13
C -0.11 -0.45 -0.13
C -0.12 0.33 0.11
N -0.01 0.09 0.46
C 0.03 0.21 0.08
C -0.25 -0.06 0.03
H 0.03 -0.02 -0.01
H 0.05 0.10 0.02
H 0.02 0.06 -0.07
H -0.01 -0.03 -0.06
H -0.01 -0.02 0.07
H -0.10 0.08 -0.03
H -0.01 0.07 -0.03
H 0.13 0.03 -0.04
H -0.07 -0.09 0.05
H 0.05 -0.01 -0.16
H 0.05 -0.04 -0.09
H 0.03 -0.04 0.02
H 0.13 0.00 -0.07
H 0.02 -0.03 -0.04
H 0.04 -0.02 -0.05
H -0.01 -0.08 0.04
Cl -0.02 -0.34 0.22
C -0.56 0.14 -0.23
C 0.20 0.00 0.05
C 0.09 -0.02 -0.10
C -0.12 0.06 -0.06
C 0.12 -0.06 0.01
C 0.62 0.24 -0.23
P -1.43 -0.12 -0.39
C 0.61 -0.54 0.20
C -0.01 -0.07 -0.07
C 0.10 0.02 -0.03
C -0.05 -0.06 0.08
C 0.03 -0.03 0.04
C -0.07 -0.06 0.03
C 0.31 0.51 0.34
C -0.03 -0.01 0.00
C 0.00 0.08 -0.13
C 0.02 0.06 0.12
C 0.10 0.05 0.00
C 0.01 0.03 0.07
H 0.06 -0.10 0.08
H 0.00 0.01 0.17
H -0.06 -0.05 0.03
H -0.11 -0.02 -0.10
H 0.06 0.00 -0.08
H 0.04 0.05 -0.09
H -0.08 0.09 -0.06
H 0.00 0.03 0.04
H 0.00 0.04 0.02
H -0.01 0.04 -0.05
H -0.06 0.01 -0.03
H -0.05 -0.05 -0.05
H -0.04 -0.07 0.03
H 0.07 -0.08 0.09
Cl -0.36 0.27 0.13
C 0.60 0.32 -0.14
C -0.01 0.08 0.03
C 0.30 0.10 -0.11
Cl 0.05 -0.15 -0.02
C -0.14 0.03 0.06
O -0.23 0.04 0.06
C 0.95 0.04 -0.17
C -0.73 -0.53 0.07
O 0.25 -0.01 0.01
C -1.20 0.20 0.17
H 0.07 0.05 -0.01
H 0.01 -0.02 0.01
H -0.06 -0.14 0.02
O 0.42 0.66 0.05
C -0.35 -0.34 0.68
O 0.13 -0.46 -0.73
C 0.19 -0.31 -1.02
N 0.63 0.43 0.24
C -0.76 0.35 0.19
C 0.01 -0.14 0.05
C -0.06 0.11 0.06
H 0.10 0.12 0.13
H -0.26 -0.38 0.27
H -0.04 0.00 -0.18
H 0.14 -0.11 -0.01
H 0.13 0.04 0.02
H 0.01 0.04 -0.01
H -0.01 0.08 0.04
H 0.04 -0.08 -0.04
H 0.00 -0.04 -0.02

Values from the calculation:
2S+1   1
LUMO level (spin up / spin down)   -10.07 / -10.10 eV
Strongest force on any atom   0.0290 hartree/bohr
E   -103337.1175 eV
E_HOMO (spin up / spin down)   -15.8211 / -15.8508 eV
Kohn-Sham gap (spin up / spin down)   5.752 / 5.749 eV
Charge   +3

---

2.
The following is a DFT calculation (wB97M-V/def2-TZVPD) of a 4-piece molecular cluster, C36H42ClN6 overall in a non-equilibrium geometry.

Last column: Mulliken charge in e.
Element x y z (Å)
C 0.649 -8.215 7.096  -0.6744
N 0.733 -6.740 6.896  0.1189
C 1.467 -6.286 5.869  -0.7208
C 1.816 -4.951 5.800  -0.6107
C 1.472 -4.066 6.830  0.8562
C 0.705 -4.580 7.876  -0.7557
C 0.310 -5.890 7.864  -0.2876
C 2.083 -2.709 6.918  0.9060
C 2.195 -1.834 5.841  -0.6718
C 2.742 -0.588 6.066  -0.3045
N 3.213 -0.235 7.271  0.0184
C 3.075 -1.033 8.345  -0.2357
C 2.510 -2.277 8.168  -0.8155
C 3.907 1.071 7.404  -0.8770
H 1.669 -8.556 7.252  0.3662
H 0.284 -8.661 6.169  0.1657
H -0.015 -8.443 7.921  0.2970
H 1.773 -7.033 5.138  0.5270
H 2.560 -4.647 5.074  0.5824
H 0.392 -4.011 8.743  0.5896
H -0.234 -6.408 8.642  0.4395
H 1.944 -2.129 4.830  0.5011
H 2.907 0.123 5.269  0.4594
H 3.496 -0.639 9.258  0.4206
H 2.543 -2.949 9.016  0.5313
H 4.414 1.073 8.367  0.2951
H 3.213 1.909 7.438  0.3566
H 4.664 1.174 6.633  0.4132
C -2.755 -7.792 3.712  -0.8701
N -2.420 -6.421 3.266  0.1454
C -3.170 -5.370 3.618  -0.2949
C -2.808 -4.087 3.282  -0.9424
C -1.625 -3.876 2.566  1.6527
C -0.863 -4.990 2.222  -0.7834
C -1.230 -6.247 2.662  -0.6239
C -1.312 -2.524 1.993  1.2975
C -0.200 -2.305 1.185  -0.5942
C -0.051 -1.094 0.535  -0.4842
N -0.942 -0.107 0.657  0.0094
C -1.968 -0.241 1.519  -0.4669
C -2.116 -1.407 2.232  -0.7241
C -0.813 1.165 -0.092  -0.8550
H -2.826 -8.425 2.829  0.3949
H -3.743 -7.793 4.165  0.3730
H -1.962 -8.143 4.367  0.1488
H -4.045 -5.537 4.234  0.4192
H -3.491 -3.277 3.477  0.3963
H 0.071 -4.965 1.680  0.3619
H -0.687 -7.156 2.415  0.4825
H 0.543 -3.052 0.951  0.4541
H 0.762 -0.914 -0.156  0.4308
H -2.701 0.553 1.543  0.4822
H -2.991 -1.429 2.867  0.3991
H 0.190 1.343 -0.463  0.3310
H -1.096 2.004 0.540  0.3613
H -1.555 1.122 -0.890  0.3821
C 1.658 -13.332 -3.721  -0.8975
N 0.800 -13.161 -2.515  0.0064
C -0.536 -13.255 -2.617  -0.3276
C -1.326 -13.101 -1.510  -0.7715
C -0.763 -12.798 -0.270  1.2661
C 0.621 -12.743 -0.187  -0.7436
C 1.375 -12.934 -1.326  -0.3423
C -1.628 -12.557 0.919  1.2322
C -2.895 -13.125 1.010  -0.7467
C -3.686 -12.871 2.094  -0.4631
N -3.211 -12.212 3.153  0.0517
C -1.964 -11.695 3.131  -0.0570
C -1.176 -11.823 2.020  -0.7738
C -4.090 -12.025 4.331  -0.9490
H 1.993 -12.362 -4.079  0.3401
H 1.063 -13.874 -4.448  0.3403
H 2.521 -13.937 -3.457  0.4050
H -0.928 -13.369 -3.618  0.4278
H -2.398 -13.138 -1.637  0.3887
H 1.166 -12.516 0.718  0.4589
H 2.451 -12.831 -1.340  0.4731
H -3.305 -13.743 0.223  0.4865
H -4.666 -13.324 2.180  0.4600
H -1.626 -11.167 4.011  0.4836
H -0.142 -11.527 2.151  0.0972
H -4.924 -11.403 4.018  0.3856
H -3.548 -11.519 5.124  0.3057
H -4.400 -13.001 4.693  0.3952
Cl 0.784 -9.180 3.500  -0.7058

Forces on the atoms, in the same order (eV/Å):
C -0.23 0.11 -0.69
N 0.23 0.37 0.33
C -0.15 -0.01 -0.19
C 0.46 0.28 0.32
C 0.53 -0.65 -0.10
C -0.57 0.34 0.24
C 0.46 -1.30 -0.37
C -0.59 0.06 0.34
C 0.22 -0.03 0.10
C 0.38 -0.31 -0.30
N -0.29 0.56 -0.01
C 0.24 0.10 -0.86
C 0.44 -0.14 0.60
C 0.35 0.13 0.83
H -0.08 -0.17 0.27
H 0.08 -0.01 -0.01
H 0.13 0.05 0.15
H 0.03 0.03 0.02
H -0.27 -0.04 -0.27
H 0.08 0.25 -0.17
H -0.11 0.48 0.24
H -0.19 0.11 0.11
H -0.05 0.04 0.03
H -0.12 -0.26 0.19
H -0.29 0.03 0.01
H 0.08 -0.06 -0.08
H -0.20 -0.15 -0.36
H -0.15 0.01 -0.17
C -0.51 -0.04 -0.40
N 0.58 -0.08 0.87
C -0.24 0.32 0.38
C 0.35 -0.02 -0.52
C -0.35 0.25 -0.74
C 0.49 -0.41 0.72
C -0.68 0.08 -1.02
C 0.43 0.25 0.49
C -0.09 0.10 -0.41
C 0.23 -0.02 -0.35
N 0.10 0.32 0.66
C 0.25 -0.29 -0.34
C -0.90 -0.15 -0.17
C -0.69 0.35 -0.28
H 0.26 -0.01 0.00
H 0.13 0.15 0.26
H -0.02 -0.10 -0.01
H -0.12 -0.28 -0.27
H -0.03 -0.08 0.32
H -0.07 0.29 -0.09
H 0.27 -0.03 0.26
H -0.07 -0.10 0.09
H 0.04 0.00 0.07
H 0.14 0.15 0.20
H 0.10 -0.15 0.07
H 0.05 -0.36 -0.07
H 0.08 -0.16 0.23
H 0.29 0.05 -0.24
C -0.11 -0.27 0.17
N 0.18 -0.17 0.07
C 0.29 0.23 -0.29
C -0.42 0.30 0.25
C -0.06 -0.25 0.04
C 0.40 0.18 -0.15
C 0.06 0.29 -0.11
C 0.16 -0.15 0.26
C -0.02 0.36 -0.76
C -0.15 -0.89 0.31
N 0.19 0.62 0.25
C -0.54 0.04 0.09
C 0.69 -0.77 0.07
C 0.13 0.06 -0.06
H -0.16 0.04 -0.08
H 0.13 0.15 -0.23
H -0.03 -0.01 0.07
H -0.08 -0.24 0.05
H 0.02 -0.04 -0.09
H -0.14 -0.08 0.10
H 0.01 -0.18 0.12
H 0.02 -0.03 0.02
H -0.08 0.20 0.09
H 0.08 -0.07 0.01
H -0.13 0.56 -0.31
H -0.19 -0.19 0.12
H 0.15 -0.03 -0.07
H -0.20 0.03 -0.04
Cl -0.64 0.47 0.18

Values from the calculation:
2S+1   1
LUMO level   -12.72 eV
Strongest force on any atom   0.0278 hartree/bohr
E   -59428.8394 eV
E_HOMO   -18.4928 eV
Kohn-Sham gap   5.777 eV
Charge   +5